A structure of composition C4H8LiO3Sc at a distorted geometry. Source: OMol25; level of theory: ωB97M-V/def2-TZVPD.

Positions of all 17 atoms, in Å:
C: 1.70549 0.44119 1.10102
C: 1.33239 -0.23421 -0.24070
C: -0.11864 -0.47215 -0.36209
C: -0.82537 -1.46820 0.36837
O: -2.05421 -1.64114 0.27024
O: 3.04815 0.72766 1.18239
Sc: 4.82781 0.50187 0.48433
Li: -3.44273 -0.58214 -0.42295
H: 1.40797 -0.23921 1.92133
H: 1.08640 1.35326 1.20729
H: 1.89946 -1.16913 -0.35203
H: 1.64639 0.45543 -1.04467
H: -0.67554 0.04579 -1.15063
H: -0.24664 -2.10744 1.05938
O: -3.28726 1.15796 -1.12183
H: -3.85410 1.56982 -1.78216
H: -2.44955 1.66064 -1.11728

2S+1 = 2
LUMO (alpha / beta) = -0.5640 / -0.5632 hartree
gap between HOMO and LUMO (alpha / beta) = 0.1645 / 0.1906 Eh
net charge = +3
<S²> = 0.77
HOMO energy (alpha / beta) = -19.823 / -20.512 eV